Record 1
{"formula": "C11H18O2", "method": "ωB97M-V with the def2-TZVPD basis set", "de_lowest_kcal_mol": 0.00, "total_energy_ha": -580.3414, "orbital_gap_ha": 0.3563, "elements": ["O", "O", "C", "C", "C", "C", "C", "C", "C", "C", "C", "C", "C", "H", "H", "H", "H", "H", "H", "H", "H", "H", "H", "H", "H", "H", "H", "H", "H", "H", "H"], "coordinates": [[0.85664, 0.58873, -2.44521], [2.21323, 1.98241, -1.37568], [-1.92001, -1.11032, -1.31284], [-2.29605, -2.15361, -0.25620], [-1.07019, -0.21004, 1.55029], [1.38639, 1.08247, -1.28001], [1.96853, 0.78893, 1.10553], [-0.41770, 0.41349, 0.22278], [-1.00938, -2.53130, 0.55174], [2.04660, 2.21703, 1.72202], [-0.96627, -1.70395, 1.83879], [-1.56744, 0.34682, -0.77577], [0.96565, 0.60369, 0.08579], [1.10574, 2.26641, 2.26660], [2.14629, 2.92941, 0.94199], [-1.91265, -1.79275, 2.60632], [-1.25206, -1.62137, -2.07953], [0.44510, -0.28303, -2.18800], [3.09318, 0.65118, 0.78284], [-2.83967, -0.94889, -1.91020], [2.95301, 2.25073, 2.36985], [-2.09635, 0.14254, 1.60769], [-2.42036, 0.88908, -0.52082], [-0.05836, -1.98878, 2.45643], [-1.25150, 0.98067, -1.66430], [-0.02723, -2.32884, 0.00188], [-1.00964, -3.59649, 0.87452], [-2.97295, -1.78121, 0.50515], [-2.59112, -3.11234, -0.65640], [-0.52241, 0.24655, 2.47884], [1.93116, 0.06868, 1.98155]]}



Record 2
{"formula": "C45H41AsN9O2S3Ti", "method": "ωB97M-V with the def2-TZVPD basis set", "de_lowest_kcal_mol": 14.92, "charge": 1, "total_energy_ha": -6662.4174, "spin_multiplicity": 3, "orbital_gap_ha": [0.2387, 0.2907], "s2": 2.00, "elements": ["As", "Ti", "S", "S", "S", "O", "O", "N", "N", "N", "N", "N", "N", "N", "N", "N", "C", "C", "C", "C", "C", "C", "C", "C", "C", "C", "C", "C", "C", "C", "C", "C", "C", "C", "C", "C", "C", "C", "C", "C", "C", "C", "C", "C", "C", "C", "C", "C", "C", "C", "C", "C", "C", "C", "C", "C", "C", "C", "C", "C", "C", "H", "H", "H", "H", "H", "H", "H", "H", "H", "H", "H", "H", "H", "H", "H", "H", "H", "H", "H", "H", "H", "H", "H", "H", "H", "H", "H", "H", "H", "H", "H", "H", "H", "H", "H", "H", "H", "H", "H", "H", "H"], "coordinates": [[2.62521, 0.38528, -1.57168], [0.06902, -0.86076, -0.00151], [1.97203, -0.77102, 1.94311], [0.23709, 1.88565, 1.04516], [-0.22941, -2.60515, -2.32139], [0.94223, -2.61304, -1.42754], [-1.10590, -3.74272, -2.20765], [-0.90164, -1.22176, -1.96079], [-0.70088, 1.74023, -1.97252], [-0.34819, -0.93729, 3.48508], [-0.61820, -2.39629, 1.66183], [-2.14142, -0.27439, 0.19118], [-0.73605, 4.31237, 0.31960], [-1.23919, 5.01099, -0.74273], [1.08127, 0.59218, 4.06577], [-0.85695, 2.91001, -1.25582], [0.87351, -0.39443, 3.16528], [-1.78383, 4.39408, -3.07691], [-0.46820, 3.02758, 0.04979], [-4.45716, -1.24260, -3.11210], [6.61919, -0.41868, -0.47220], [3.20954, 0.14467, -3.42659], [3.66126, 4.02866, 0.24900], [-0.00550, 0.71012, 4.91129], [-2.61733, -3.79468, 2.95405], [0.81608, -3.70895, -4.58089], [-1.23145, -3.42820, 1.07148], [3.84967, 0.81220, -5.65354], [-0.89440, -0.23043, 4.56289], [-2.91896, -0.53460, -0.90326], [-4.89185, 0.20426, 0.27574], [1.20809, -3.67302, -5.91090], [3.58070, 2.68704, -0.09806], [0.57342, -1.35069, -6.05486], [4.23514, -0.40714, -0.82528], [4.16195, -0.49985, -5.97159], [-2.27462, -4.11998, 1.64887], [2.90075, 2.29074, -1.24792], [-2.28281, -1.07156, -2.05209], [1.08114, -2.49943, -6.64532], [2.36512, 4.61063, -1.68356], [-1.30540, 4.14394, -1.69791], [6.53510, -1.69769, 0.06464], [-0.97147, -2.06291, 2.89534], [-4.09166, 0.49843, 1.34158], [5.47625, 0.21943, -0.92460], [-5.08417, -0.70333, -2.02418], [3.51985, -1.17707, -3.75904], [-4.32221, -0.34128, -0.89198], [2.25530, 1.44982, 4.06636], [5.30770, -2.33653, 0.14270], [0.19456, -1.37258, -4.72237], [-1.93732, -2.77615, 3.60204], [4.01177, -1.49414, -5.01299], [-2.71829, 0.23122, 1.25748], [4.15946, -1.69348, -0.30222], [3.39420, 1.13900, -4.37829], [2.28465, 3.26796, -2.02581], [0.31663, -2.55234, -4.00060], [-3.06304, -1.42453, -3.13125], [3.05637, 4.99460, -0.54306], [7.57889, 0.07554, -0.54637], [1.72964, 2.98977, -2.91758], [-2.59265, -1.85655, -4.00586], [5.54728, 1.21184, -1.35809], [-6.15582, -0.55705, -2.00600], [3.20820, -2.21222, -0.26444], [3.99155, 1.59527, -6.38710], [1.37779, -2.48153, -7.68544], [-3.39344, -4.33698, 3.47696], [1.89031, 5.35761, -2.30740], [3.15654, 0.84149, 4.07346], [-1.86526, -0.43597, 4.96621], [-2.15746, -2.56468, 4.63663], [-2.67022, 3.79845, -3.29938], [4.54108, -0.74673, -6.95457], [1.60041, -4.56569, -6.37829], [-0.52493, 4.78185, 1.18362], [-5.03187, -1.53907, -3.97916], [-1.57996, 1.41252, -2.35542], [0.00189, 1.83621, -2.69800], [3.39956, -1.96162, -3.01664], [3.23158, 2.17772, -4.13324], [5.23978, -3.33782, 0.54689], [4.20077, 4.31888, 1.14140], [7.42962, -2.19821, 0.41106], [-0.05106, 1.45708, 5.68186], [-2.06614, 0.46072, 2.09057], [-2.77425, -4.90796, 1.10594], [-0.19926, -0.48828, -4.23763], [-4.49546, 0.92489, 2.24893], [0.88027, -4.62011, -4.00218], [-0.88729, -3.68338, 0.07759], [-2.03331, 5.44681, -3.17399], [-1.01350, 4.14106, -3.80694], [2.25813, 2.07434, 3.17341], [4.26514, -2.51971, -5.24657], [0.48679, -0.43571, -6.62532], [-5.95970, 0.38086, 0.30866], [4.04836, 1.94159, 0.53587], [3.13061, 6.04122, -0.27944], [2.22251, 2.06925, 4.95875]]}



Record 3
{"formula": "CH4FN3", "method": "ωB97M-V with the def2-TZVPD basis set", "de_lowest_kcal_mol": 88.94, "total_energy_ha": -304.4233, "orbital_gap_ha": [0.3204, 0.2578], "elements": ["F", "N", "N", "N", "C", "H", "H", "H", "H"], "coordinates": [[-1.97492, 0.28503, 0.18632], [1.57581, -0.83664, 0.21633], [0.52334, 1.25257, -0.22441], [-1.52936, -1.01212, -0.35277], [0.82491, 0.02431, 0.00906], [-1.25887, -1.44753, 0.56348], [-0.29332, 1.45763, -0.81718], [1.30619, -1.77353, 0.25655], [0.82621, 2.05027, 0.16263]]}



Record 4
{"formula": "C3H4ClNO", "method": "ωB97M-V with the def2-TZVPD basis set", "de_lowest_kcal_mol": 11.95, "total_energy_ha": -706.8827, "orbital_gap_ha": 0.3597, "elements": ["Cl", "O", "N", "C", "C", "C", "H", "H", "H", "H"], "coordinates": [[-1.77433, -0.82977, -0.00406], [2.71741, -0.78029, 0.00158], [1.11505, 0.83109, -0.00440], [-0.15347, 1.36929, -0.00119], [1.55106, -0.49467, -0.00150], [-1.35358, 0.86729, 0.01232], [-2.24947, 1.42052, -0.02088], [-0.12178, 2.45995, 0.03992], [1.95090, 1.44271, -0.05071], [0.77527, -1.24390, 0.06108]]}